Computed, not measured: a 7-piece molecular cluster, C5H25NO6 overall at a distorted geometry, with ωB97M-V/def2-TZVPD.

Atoms and positions in Å:
C: 2.25 -1.97 1.54
C: 0.81 -2.48 1.57
C: -0.03 -1.93 0.35
C: 0.74 -1.39 -0.85
C: -0.16 -0.97 -2.02
N: -0.74 0.32 -1.65
H: 2.26 -0.95 1.88
H: 2.80 -2.19 0.62
H: 2.82 -2.59 2.25
H: 0.80 -3.54 1.30
H: 0.37 -2.22 2.53
H: -0.66 -1.13 0.81
H: -0.74 -2.66 -0.03
H: 1.44 -2.14 -1.23
H: 1.46 -0.60 -0.65
H: -0.94 -1.74 -2.16
H: 0.43 -0.96 -2.94
H: -1.46 0.72 -2.25
H: -1.32 0.22 -0.81
H: -1.15 3.56 1.03
H: 0.04 2.76 1.08
O: -0.71 2.98 1.69
H: 1.17 3.11 -1.41
H: 0.49 1.87 -0.84
O: 0.93 2.69 -0.59
H: -2.35 3.90 -1.04
H: -1.53 2.94 -1.82
O: -1.57 3.86 -1.62
H: -3.11 0.88 1.04
H: -3.79 -0.40 0.48
O: -3.41 0.42 0.22
H: 3.52 -2.22 -1.79
H: 4.25 -0.90 -1.17
O: 3.74 -1.30 -1.87
H: -2.51 1.74 3.36
H: -1.66 1.29 2.26
O: -2.47 1.02 2.73

Total energy: -19365.52315 eV
SMILES: CCCCCN.O.O.O.O.O.O
Strongest force on any atom: 0.0538 Eh/bohr
LUMO level: 0.51 eV
Total charge: 0
Gap between HOMO and LUMO: 0.378 Eh